{
  "formula": "C6H10O7",
  "method": "ωB97M-V/def2-TZVPD",
  "species": ["O", "C", "O", "C", "C", "O", "H", "H", "H", "H", "O", "C", "O", "C", "C", "O", "H", "H", "H", "H", "O", "H", "H"],
  "xyz": [[1.0072, -0.3030, 1.9166], [1.4962, -0.9241, 1.0327], [0.9091, -1.9411, 0.3927], [1.6445, -2.1698, -0.8300], [3.0294, -1.7637, -0.3882], [2.7105, -0.6643, 0.4951], [1.4921, -3.2020, -1.1337], [1.1718, -1.5065, -1.5579], [3.6228, -1.3288, -1.1926], [3.6516, -2.5396, 0.0525], [-1.1783, 3.2810, -0.9129], [-1.6224, 2.4791, -0.1800], [-2.0914, 1.2551, -0.5349], [-2.2407, 0.4572, 0.6283], [-2.2606, 1.4855, 1.7582], [-1.7554, 2.6621, 1.1422], [-3.1556, -0.1260, 0.5931], [-1.3632, -0.1852, 0.7442], [-1.5993, 1.2583, 2.5946], [-3.2569, 1.5384, 2.2062], [0.2135, 0.4977, -2.3885], [-0.6221, 0.6807, -2.8320], [0.1970, 1.0589, -1.6057]],
  "atomic_forces_ev_per_a": [[-0.30, 0.29, 0.49], [0.29, 0.18, -0.33], [-0.34, -0.36, 0.07], [-0.58, -0.21, 0.19], [0.29, 1.06, -1.26], [0.28, -0.78, 0.32], [0.22, -0.05, 0.14], [0.50, 0.03, -0.22], [-0.12, -0.05, -0.08], [-0.35, -0.03, 0.60], [0.53, 0.72, -1.13], [-0.81, -0.69, 0.95], [0.12, 0.17, -0.43], [0.55, -0.28, 0.80], [0.10, -0.68, 0.73], [-0.39, 0.21, 0.34], [0.02, -0.01, -0.26], [-0.20, -0.13, -0.23], [0.17, -0.25, -0.25], [-0.08, 0.89, -0.41], [0.12, -0.19, 0.01], [0.04, 0.05, 0.12], [-0.06, 0.12, -0.16]],
  "mulliken_charge": [-0.5369, 0.7110, -0.3419, -0.0822, -0.3556, -0.3386, 0.2833, 0.1362, 0.2930, 0.2652, -0.4967, 0.6473, -0.3276, 0.1341, -0.3140, -0.3450, 0.2976, -0.1299, 0.2623, 0.2551, -0.6364, 0.3220, 0.2976],
  "relative_energy_ev": 0.000,
  "charge": 0,
  "e_lumo_ev": 0.67,
  "fmax_ha_per_bohr": 0.0326,
  "total_energy_ev": -20716.6941,
  "multiplicity": 1,
  "smiles": "O=C1OCCO1.O=C1OCCO1.O"
}

***

{
  "formula": "C24H60F6K3N3O28P4S6",
  "method": "ωB97M-V/def2-TZVPD",
  "species": ["K", "K", "K", "N", "S", "O", "O", "F", "S", "O", "O", "F", "N", "S", "O", "O", "F", "S", "O", "O", "F", "N", "S", "O", "O", "F", "S", "O", "O", "F", "C", "C", "O", "P", "O", "O", "C", "C", "O", "C", "C", "H", "H", "H", "H", "H", "H", "H", "H", "H", "H", "H", "H", "H", "H", "H", "C", "C", "O", "P", "O", "O", "C", "C", "O", "C", "C", "H", "H", "H", "H", "H", "H", "H", "H", "H", "H", "H", "H", "H", "H", "H", "C", "C", "O", "P", "O", "O", "C", "C", "O", "C", "C", "H", "H", "H", "H", "H", "H", "H", "H", "H", "H", "H", "H", "H", "H", "H", "C", "C", "O", "P", "O", "O", "C", "C", "O", "C", "C", "H", "H", "H", "H", "H", "H", "H", "H", "H", "H", "H", "H", "H", "H", "H"],
  "xyz": [[0.1094, 2.2242, 3.6164], [-0.3898, 0.5432, -3.3364], [-0.3832, 4.6233, 0.7960], [-0.2761, 1.7095, 0.9485], [1.0402, 0.7117, 0.5315], [1.5429, 0.8596, -0.7792], [0.9917, -0.6245, 1.0138], [2.0897, 1.4147, 1.5050], [-1.4964, 0.7396, 0.6176], [-1.7043, -0.2827, 1.5876], [-1.6519, 0.4519, -0.7616], [-2.6917, 1.7464, 0.8477], [1.4933, 0.9942, -5.5751], [2.9222, 1.2803, -4.6447], [3.7479, 2.3378, -5.1150], [3.5630, 0.1324, -4.0979], [2.2139, 1.8839, -3.3326], [2.3348, 0.3957, -6.8127], [2.9744, -0.8788, -6.7389], [2.8805, 1.4043, -7.6606], [0.9695, -0.0658, -7.5855], [-1.9808, 2.6809, -3.9135], [-3.4924, 2.1619, -3.4445], [-4.5215, 2.4000, -4.3672], [-3.7481, 2.1687, -2.0425], [-3.1529, 0.5925, -3.6305], [-1.9038, 4.0232, -3.0883], [-1.4783, 3.8992, -1.7233], [-2.7535, 5.0917, -3.4829], [-0.5077, 4.4460, -3.7691], [4.1381, -1.6159, 8.0257], [4.7576, -0.8863, 6.8494], [3.8042, 0.0151, 6.2467], [3.0828, -0.3548, 4.9088], [2.0759, 0.6453, 4.5326], [4.2187, -0.6454, 3.8747], [5.3331, 0.2334, 3.6119], [4.9352, 1.6786, 3.3979], [2.4831, -1.7778, 5.1551], [1.3807, -2.2349, 4.3306], [0.9029, -3.5718, 4.8630], [3.2516, -2.1355, 7.6727], [4.9126, -2.2689, 8.4225], [3.8375, -0.8622, 8.7527], [5.6459, -0.3138, 7.1185], [5.1203, -1.5990, 6.1012], [6.0441, 0.1317, 4.4317], [5.7687, -0.1430, 2.6891], [4.1195, 1.7833, 2.6885], [4.6953, 2.1646, 4.3459], [5.7991, 2.2150, 2.9985], [0.5803, -1.4999, 4.3521], [1.7612, -2.4295, 3.3282], [-0.0853, -3.7850, 4.4558], [1.6226, -4.3459, 4.6069], [0.7529, -3.5728, 5.9448], [3.4054, -2.8208, -2.7022], [2.7795, -2.4413, -1.3801], [1.6913, -3.3139, -1.0196], [0.3424, -3.3533, -1.8447], [-0.0672, -2.0613, -2.3872], [-0.6769, -4.0130, -0.8424], [-1.2082, -3.1591, 0.1865], [-0.5684, -3.4798, 1.5172], [0.5573, -4.4914, -2.9023], [0.9080, -5.8273, -2.4901], [1.3111, -6.5901, -3.7304], [4.4378, -2.4734, -2.7449], [3.4685, -3.9049, -2.8389], [2.8489, -2.4272, -3.5495], [3.4784, -2.4698, -0.5476], [2.4075, -1.4208, -1.4766], [-1.0694, -2.1025, -0.0360], [-2.2903, -3.2947, 0.2066], [-0.8448, -4.4697, 1.8923], [0.5175, -3.4608, 1.4278], [-0.9083, -2.7748, 2.2780], [1.7403, -5.7725, -1.7880], [0.0391, -6.2976, -2.0298], [1.6124, -7.6062, -3.4685], [0.5021, -6.6372, -4.4558], [2.1861, -6.1194, -4.1806], [2.9862, 5.4404, -5.4517], [2.3789, 5.7903, -4.1240], [2.7512, 4.7522, -3.1812], [2.6336, 5.0223, -1.6612], [1.3726, 5.5692, -1.1511], [3.0258, 3.6897, -0.9398], [4.1864, 2.9153, -1.3011], [5.2555, 3.0895, -0.2258], [3.8832, 5.9694, -1.3665], [4.0033, 6.6240, -0.0901], [3.6044, 8.0764, -0.1954], [2.8422, 6.2678, -6.1459], [4.0668, 5.3381, -5.3319], [2.5999, 4.4906, -5.8109], [2.6850, 6.7825, -3.7791], [1.2926, 5.8425, -4.1812], [3.8919, 1.8733, -1.3723], [4.5830, 3.2509, -2.2581], [5.9943, 2.2911, -0.2648], [5.7661, 4.0358, -0.4239], [4.8177, 3.1789, 0.7685], [3.4854, 6.0821, 0.7013], [5.0824, 6.5793, 0.0619], [4.4342, 8.6790, -0.5656], [2.7330, 8.2427, -0.8259], [3.3918, 8.5027, 0.7895], [-4.7660, -1.5576, 1.8188], [-6.0049, -2.2156, 2.3622], [-7.1273, -1.6858, 1.6177], [-8.6303, -2.0354, 1.9844], [-8.9652, -2.1393, 3.4007], [-9.4220, -0.8965, 1.2488], [-9.2854, -0.6956, -0.1729], [-9.4840, 0.7535, -0.5363], [-8.9497, -3.3056, 1.0738], [-8.7264, -4.6264, 1.5865], [-9.3115, -5.6012, 0.5872], [-4.8131, -0.4698, 1.8178], [-3.9048, -1.8461, 2.4303], [-4.4924, -1.8912, 0.8173], [-5.9786, -3.2850, 2.1453], [-6.1629, -2.0124, 3.4197], [-8.2861, -1.0104, -0.4787], [-10.0010, -1.3446, -0.6785], [-8.6403, 1.3613, -0.1915], [-9.5246, 0.8513, -1.6184], [-10.3094, 1.2173, 0.0054], [-7.6589, -4.8153, 1.7338], [-9.1958, -4.7277, 2.5668], [-9.1422, -6.6318, 0.8973], [-10.3862, -5.4347, 0.5179], [-8.8581, -5.4386, -0.3897]],
  "atomic_forces_ev_per_a": [[0.40, -0.72, 0.37], [0.31, -0.43, 0.06], [0.01, 0.03, -1.40], [2.12, -1.48, -0.38], [0.57, 0.16, 0.48], [-0.21, 1.01, -0.45], [-0.57, 0.09, 0.57], [-0.25, 0.48, -0.13], [-2.94, 0.17, -0.64], [0.05, 0.10, 0.35], [0.79, -0.61, -0.34], [0.47, 0.45, 0.68], [4.14, -0.01, 2.23], [-1.44, 0.79, 1.42], [-0.08, 0.16, -0.10], [-0.10, -0.47, -0.07], [-0.57, 0.07, -0.41], [-3.40, -1.49, -4.33], [0.58, 0.44, 0.98], [0.35, -0.06, 0.31], [0.42, 0.51, 0.19], [-3.06, -0.17, 1.44], [1.06, -3.07, -0.14], [-0.61, 0.61, -0.72], [-0.07, 1.04, 0.16], [0.10, 0.15, -0.48], [3.98, 2.06, -1.25], [-0.54, -0.08, 0.83], [-0.86, -0.28, 0.55], [-0.13, 0.00, 0.12], [0.23, 0.91, -0.55], [0.40, -0.54, -0.28], [0.18, 0.30, 0.38], [-0.13, -0.20, 0.18], [-0.39, 0.74, -0.19], [0.21, -0.04, -0.45], [-0.22, 0.20, -0.39], [0.39, 0.25, 0.35], [-0.21, -0.20, 0.06], [0.01, -0.95, 0.17], [-0.17, 0.21, 0.41], [0.09, -0.34, 0.18], [-0.29, -0.22, 0.25], [0.02, -0.22, 0.25], [-0.26, 0.29, 0.21], [-0.26, -0.03, -0.06], [0.06, -0.01, -0.04], [0.09, -0.21, 0.13], [-0.06, -0.10, 0.04], [-0.25, -0.03, -0.07], [0.00, -0.06, -0.05], [0.13, 0.16, -0.18], [-0.15, 0.57, -0.17], [0.17, -0.19, -0.33], [-0.16, -0.16, 0.00], [0.22, 0.19, 0.02], [0.37, -0.63, -0.14], [-0.08, 0.44, -0.50], [-0.02, 0.02, 0.47], [0.41, -0.24, 0.04], [-0.01, 0.48, -0.45], [-0.14, 0.11, 0.13], [-0.32, 0.25, 0.58], [-0.15, -0.44, 0.32], [-0.29, 0.04, -0.22], [0.00, -0.21, -0.42], [0.41, -0.03, 0.06], [-0.11, 0.31, -0.12], [-0.10, -0.02, 0.23], [0.06, 0.15, 0.00], [-0.01, -0.21, 0.04], [-0.10, 0.00, 0.24], [0.27, -0.11, -0.32], [0.04, -0.27, -0.02], [-0.03, -0.06, -0.25], [0.00, 0.21, 0.04], [0.14, 0.21, -0.15], [-0.09, -0.02, 0.13], [0.02, 0.14, 0.20], [-0.14, -0.02, 0.07], [-0.01, 0.06, -0.01], [-0.12, 0.07, -0.14], [0.57, 0.13, 0.25], [-0.54, 0.45, -0.40], [-0.01, 0.11, 0.08], [0.74, 0.31, 0.11], [-0.67, 0.00, 0.77], [-0.49, -0.58, 0.05], [0.69, -0.18, 0.44], [-0.05, 0.74, -0.38], [-0.33, 0.12, -0.20], [0.76, 0.16, -0.68], [-0.01, 0.61, 0.40], [-0.30, -0.17, -0.16], [-0.01, -0.12, -0.02], [-0.06, 0.12, -0.24], [0.40, -0.20, 0.22], [-0.02, -0.30, 0.08], [-0.32, 0.05, -0.13], [-0.20, -0.13, -0.14], [-0.06, -0.07, 0.05], [0.14, -0.07, 0.16], [-0.06, -0.31, 0.00], [-0.10, -0.09, -0.10], [-0.09, -0.10, 0.58], [-0.07, -0.11, -0.31], [-0.03, -0.19, 0.00], [-0.11, -0.19, 0.04], [0.87, -0.17, 0.20], [-0.37, 0.18, -0.81], [0.14, 0.19, 0.27], [-0.26, 0.30, -0.37], [0.26, -0.28, 0.16], [-0.01, 0.16, -0.16], [0.22, -0.21, -0.25], [0.59, 0.51, 0.79], [-0.02, -0.04, 0.28], [-0.06, -0.42, 0.11], [-0.03, 0.20, 0.13], [-0.19, -0.01, 0.05], [-0.09, 0.08, 0.13], [-0.38, 0.05, -0.12], [0.14, -0.08, 0.41], [0.02, -0.14, 0.04], [-0.02, -0.03, -0.02], [-0.11, 0.03, 0.09], [0.21, -0.27, -0.15], [-0.35, 0.13, 0.01], [-0.48, -0.32, -0.48], [0.04, 0.15, -0.16], [-0.09, 0.11, -0.04], [0.06, 0.01, 0.03], [0.00, -0.04, -0.11], [-0.04, -0.07, -0.04]],
  "mulliken_charge": [1.0958, 1.2410, 0.9317, -0.2809, 1.0137, -0.4044, -0.5537, -0.3206, 0.9015, -0.5734, -0.6677, -0.2745, -0.2429, 1.0345, -0.5222, -0.5308, -0.1287, 0.8834, -0.5586, -0.5985, -0.3326, -0.1500, 0.9191, -0.5793, -0.4876, -0.2924, 0.8176, -0.3915, -0.6327, -0.2782, -1.1218, -0.3625, -0.4226, 0.7115, -0.3962, -0.2331, -0.3899, -0.4571, -0.3293, 0.3090, -1.4475, 0.1975, 0.3683, 0.3202, 0.4558, 0.3200, 0.2009, 0.3761, -0.2678, 0.3453, 0.4837, 0.2322, 0.0356, 0.3605, 0.3350, 0.4238, -1.3319, 0.3625, -0.1152, 0.3073, -0.1591, -0.5476, 0.4683, -0.9467, -0.2838, -0.1451, -1.3454, 0.4603, 0.2819, 0.2821, 0.3748, -0.1274, -0.1913, 0.1983, 0.4593, 0.1119, 0.1878, 0.3113, 0.2793, 0.4075, 0.3099, 0.3087, -1.2576, -0.1001, -0.0321, 0.5498, -0.8083, 0.3218, -0.0520, -1.2915, -0.3483, -0.1501, -1.2400, 0.4420, 0.2908, 0.2348, 0.3801, 0.1265, 0.2797, 0.2543, 0.4184, 0.3655, 0.0835, 0.2218, 0.3371, 0.3307, 0.3033, 0.3490, -0.9449, -0.3427, 0.0514, 0.6256, -0.7929, -0.3190, 0.0484, -1.2740, -0.1956, -0.1108, -1.2747, 0.3203, 0.3716, 0.2357, 0.1961, 0.3185, 0.2752, 0.2548, 0.2792, 0.3743, 0.3217, 0.1989, 0.3583, 0.3955, 0.3044, 0.3135],
  "charge": 0,
  "e_lumo_ev": -2.19,
  "fmax_ha_per_bohr": 0.1108,
  "total_energy_ev": -255122.3652,
  "multiplicity": 1
}